C7H8Br2N3 | ωB97M-V/def2-TZVPD

**Energy relative to the best compared isomer or geometry (same formula, charge and spin)**: 37.8 kcal/mol
**Orbital gap**: 8.34 eV
**LUMO level**: -4.26 eV
**Electronic energy**: -5583.4787 a.u.
**Largest force on an atom**: 4.689 eV/A
**Net charge**: +1

Element x y z (Å)
C: -1.84123 -0.55729 0.89485
C: -1.42075 0.26377 -0.12040
C: 0.31624 -0.90338 0.73873
C: 2.42650 0.90692 0.17185
C: 0.76287 0.44306 -1.26483
C: 1.72583 -1.15675 0.92857
C: -2.17946 1.13961 -0.96982
N: 2.52818 0.01630 0.98395
N: -0.07156 -0.07157 -0.27072
N: -0.77210 -1.20007 1.44674
Br: 3.37092 2.38770 -0.18906
Br: 2.29685 -2.41353 -0.57322
H: -2.75550 -0.74546 1.40511
H: 0.53230 1.39960 -1.77098
H: 1.20426 -0.24431 -1.89303
H: 1.90034 -1.75831 1.90237
H: -1.51052 1.96651 -1.49409
H: -2.48029 0.42253 -1.71325
H: -2.99629 1.66784 -0.57614
H: -1.03659 -1.56316 2.36341

C5H11LuO4 | ωB97M-V/def2-TZVPD

**Orbital gap**: 6.42 eV
**LUMO level**: -0.31 eV
**Electronic energy**: -1733.3923 a.u.
**Largest force on an atom**: 2.496 eV/A
**Net charge**: 0

Element x y z (Å)
O: -1.73655 1.23945 1.18221
C: -1.34132 0.42975 2.03029
C: -0.72228 -0.84433 1.66292
O: -0.52078 -0.94521 0.27284
C: 0.80114 -0.61497 -0.14504
C: 0.75554 -0.16138 -1.57893
O: -0.14611 0.92989 -1.65782
C: -0.10115 1.62014 -2.89478
Lu: -2.38288 0.33125 -0.87307
H: -1.45236 0.64456 3.10916
H: -1.35980 -1.68096 1.99304
H: 1.45880 -1.49096 -0.04527
H: 1.19495 0.19663 0.48489
H: 0.41877 -0.97376 -2.24547
H: 1.76315 0.15240 -1.89272
H: -0.85488 2.41487 -2.85499
H: 0.89548 2.06202 -3.04115
H: -0.33192 0.94043 -3.73040
H: 0.29029 -1.01838 2.41509
O: 1.52546 -1.32240 3.55974
H: 1.84645 -1.90903 4.24948

C24H32BrF6N4O4PSiW | ωB97M-V/def2-TZVPD

**Energy relative to the best compared isomer or geometry (same formula, charge and spin)**: 86.4 kcal/mol
**Expectation value of S²**: 0.770
**Orbital gap (spin up / spin down)**: 5.96 / 3.68 eV
**Spin multiplicity**: 2
**LUMO level (spin up / spin down)**: -9.74 / -12.02 eV
**Electronic energy**: -5323.9688 a.u.
**Largest force on an atom**: 2.718 eV/A
**Net charge**: +3

Element x y z (Å)
W: -0.81252 -0.25950 -0.44749
C: -4.35968 2.28460 0.33866
Si: -3.32536 0.84832 0.92655
C: -3.59215 0.31921 2.67557
C: -3.68142 -0.64079 -0.18460
N: -1.58079 1.22218 0.61676
C: -0.93693 1.99717 1.61554
C: -1.60833 2.98498 2.34013
C: -0.95617 3.68975 3.33653
C: 0.37345 3.41857 3.63903
C: 1.06040 2.45720 2.91696
C: 0.39683 1.78515 1.90758
O: 1.01860 0.79566 1.12671
C: 2.34561 1.03976 0.74897
C: 2.74236 2.30896 0.33976
C: 4.03996 2.48696 -0.13290
C: 4.91082 1.40717 -0.21125
C: 4.48962 0.14667 0.20026
C: 3.20257 -0.04359 0.68688
H: -5.12177 1.95673 -0.37206
H: -3.77369 3.07681 -0.13029
H: -4.89225 2.73526 1.17884
H: -4.64633 0.44810 2.93308
H: -3.00475 0.89294 3.39132
H: -3.34546 -0.73662 2.79775
H: -4.68228 -0.89445 0.19353
H: -3.13620 -1.57297 -0.00673
H: -3.81380 -0.50570 -1.25732
H: -2.64439 3.21099 2.12426
H: -1.49242 4.45159 3.88512
H: 0.87421 3.95359 4.43331
H: 2.09713 2.23526 3.13403
H: 2.07137 3.15402 0.44792
H: 4.37592 3.47686 -0.41473
H: 5.92216 1.55154 -0.56599
H: 5.17385 -0.68973 0.15279
H: 2.85145 -1.01905 1.00043
N: -1.83629 1.38785 -1.95364
C: -1.63269 1.50526 -3.42175
C: -0.36323 2.26046 -3.80631
C: 0.94941 1.49066 -3.81700
N: 1.63358 1.47434 -2.43274
H: -2.82146 1.19098 -1.79350
H: -1.65318 2.26816 -1.47879
H: -2.48013 2.04327 -3.84795
H: -1.64347 0.50281 -3.85111
H: -0.26316 3.17414 -3.20831
H: -0.49486 2.61901 -4.82897
H: 1.68139 1.96924 -4.46489
H: 0.84572 0.44380 -4.10393
H: 1.80476 2.43119 -2.10560
H: 2.54422 0.99381 -2.48978
F: -1.49779 -1.04507 -2.03250
P: -0.87830 -3.27925 -3.29753
F: 0.27087 -3.20498 -2.19561
F: -0.04555 -2.17733 -4.07977
F: -0.50015 -4.58107 -3.98554
F: -1.84736 -3.73626 -2.15690
F: -2.12535 -2.81470 -4.11793
O: 1.07565 -0.41785 -1.28842
C: 0.79875 0.77160 -1.47336
O: -0.84436 -2.06170 0.12425
O: -0.86097 -1.13037 1.22788
Br: 3.26621 -7.42277 0.76506
C: 2.59505 -5.99516 1.64213
C: 2.50564 -5.96866 3.05139
C: 1.97406 -4.84581 3.61734
C: 1.53486 -3.79514 2.77896
N: 1.62004 -3.79818 1.43857
C: 2.14179 -4.86009 0.87741
H: 2.84214 -6.81179 3.64023
H: 1.86978 -4.75203 4.68970
H: 1.07713 -2.91602 3.21830
H: 2.21766 -4.88604 -0.20434

C13H24N3OPb2 | ωB97M-V/def2-TZVPD

**Energy relative to the best compared isomer or geometry (same formula, charge and spin)**: 46.0 kcal/mol
**Orbital gap**: 3.98 eV
**LUMO level**: -13.54 eV
**Electronic energy**: -1133.7413 a.u.
**Largest force on an atom**: 3.412 eV/A
**Net charge**: +3

Element x y z (Å)
Pb: 8.56642 15.04356 24.80398
Pb: 9.81247 17.00920 21.67963
C: 6.31057 15.84953 21.98381
O: 7.55245 16.02826 22.68062
H: 5.77619 14.92022 22.18107
H: 5.55406 16.58658 22.25317
H: 6.49337 15.91185 20.91106
C: 10.68251 16.70872 15.74189
C: 10.05760 18.07232 16.03277
C: 8.60277 17.99174 16.71005
C: 8.48838 17.50773 18.14752
N: 8.39272 17.13243 19.25187
H: 10.75808 16.14274 16.67036
H: 11.67069 16.61161 15.29227
H: 10.00993 16.21277 15.04205
H: 9.95873 18.66276 15.12189
H: 10.79130 18.57058 16.66642
H: 7.88446 17.45134 16.09352
H: 8.21405 19.00595 16.80157
C: 4.55028 12.09823 21.87546
C: 5.34015 11.02477 22.66583
C: 5.95795 11.58352 23.89056
C: 7.30647 12.22905 23.53669
N: 8.36414 12.68327 23.25649
H: 3.54930 12.34887 22.22662
H: 4.35957 11.92074 20.81705
H: 5.01589 13.06878 22.04676
H: 6.09394 10.52420 22.05811
H: 4.77219 10.15478 22.99543
H: 6.31894 10.80715 24.56513
H: 5.40754 12.20045 24.60087
C: 4.06049 15.38925 18.65280
C: 4.35915 14.76597 17.25556
C: 4.07072 15.88397 16.20086
C: 4.76968 17.17036 16.55918
N: 5.24426 18.19366 16.81270
H: 4.59343 16.32114 18.84161
H: 4.17852 14.71250 19.49908
H: 2.99756 15.60680 18.54816
H: 3.74381 13.87334 17.14297
H: 5.43895 14.62063 17.28715
H: 2.99133 16.02319 16.26107
H: 4.31966 15.68380 15.15872

Which formula does entry 1 have?
C7H8Br2N3